No. 1
Below is C38H60N5O6PTi as an isolated structure in a non-equilibrium geometry, with properties calculated with the ωB97M-V functional and the def2-TZVPD basis.

Geometry (Å):
Ti (0.505, -0.631, -0.055)
C (-2.330, -0.082, 0.896)
C (-1.529, 0.862, 1.755)
O (-0.215, 0.296, 1.829)
C (0.707, 1.000, 2.687)
C (1.526, 1.996, 1.910)
O (0.642, 2.945, 1.339)
C (1.073, 3.519, 0.125)
C (1.150, 2.489, -1.006)
O (0.143, 1.490, -0.877)
C (-1.155, 1.814, -1.353)
C (-1.917, 0.505, -1.457)
O (-1.634, -0.358, -0.340)
H (-3.323, 0.314, 0.685)
H (-2.423, -1.051, 1.388)
H (-1.969, 0.908, 2.755)
H (-1.467, 1.869, 1.349)
H (1.353, 0.248, 3.137)
H (0.128, 1.496, 3.464)
H (2.097, 1.464, 1.140)
H (2.244, 2.484, 2.579)
H (2.049, 4.005, 0.226)
H (0.339, 4.291, -0.106)
H (2.094, 1.944, -1.013)
H (1.050, 2.994, -1.971)
H (-1.087, 2.264, -2.348)
H (-1.639, 2.530, -0.683)
H (-1.579, -0.051, -2.328)
H (-2.992, 0.677, -1.519)
N (0.930, -1.043, -1.755)
P (1.828, -1.846, -2.757)
N (2.594, -0.779, -3.774)
C (3.676, -1.123, -4.702)
C (4.746, -0.022, -4.670)
C (4.108, 1.336, -4.349)
C (2.706, 1.389, -4.946)
C (1.799, 0.364, -4.250)
N (0.869, -2.933, -3.578)
C (-0.584, -2.766, -3.642)
C (-1.273, -4.112, -3.831)
C (-0.730, -4.830, -5.062)
C (0.783, -4.975, -4.951)
C (1.437, -3.615, -4.745)
N (3.062, -2.790, -2.195)
C (2.686, -4.015, -1.454)
C (3.939, -4.805, -1.122)
C (4.791, -4.043, -0.100)
C (4.655, -2.525, -0.295)
C (4.323, -2.156, -1.735)
H (3.270, -1.228, -5.715)
H (4.100, -2.085, -4.436)
H (5.243, 0.017, -5.642)
H (5.510, -0.262, -3.929)
H (4.726, 2.148, -4.731)
H (4.041, 1.465, -3.264)
H (2.768, 1.173, -6.015)
H (2.267, 2.384, -4.855)
H (1.008, 0.035, -4.937)
H (1.312, 0.810, -3.383)
H (-0.858, -2.104, -4.478)
H (-0.914, -2.294, -2.719)
H (-2.350, -3.955, -3.920)
H (-1.098, -4.725, -2.941)
H (-0.971, -4.242, -5.954)
H (-1.204, -5.805, -5.185)
H (1.197, -5.446, -5.844)
H (1.027, -5.614, -4.097)
H (1.293, -3.001, -5.647)
H (2.508, -3.735, -4.591)
H (2.002, -4.592, -2.075)
H (2.161, -3.769, -0.523)
H (4.496, -4.967, -2.049)
H (3.664, -5.788, -0.738)
H (5.834, -4.352, -0.188)
H (4.464, -4.294, 0.910)
H (5.586, -2.023, -0.024)
H (3.879, -2.131, 0.369)
H (5.143, -2.464, -2.392)
H (4.230, -1.075, -1.828)
C (1.464, 0.729, 6.422)
C (1.892, -0.619, 5.893)
C (3.218, -1.010, 6.046)
C (3.652, -2.268, 5.657)
C (2.758, -3.153, 5.085)
C (1.438, -2.772, 4.906)
N (0.503, -3.726, 4.402)
C (-0.176, -3.741, 3.209)
C (-1.411, -4.423, 3.186)
C (-2.199, -4.481, 2.060)
C (-1.788, -3.852, 0.886)
C (-0.571, -3.205, 0.888)
C (0.251, -3.129, 2.023)
C (1.627, -2.545, 1.852)
O (2.614, -3.062, 2.310)
O (1.674, -1.448, 1.080)
C (0.980, -1.514, 5.312)
C (-0.491, -1.195, 5.195)
H (2.320, 1.265, 6.827)
H (0.729, 0.629, 7.222)
H (1.017, 1.359, 5.652)
H (3.919, -0.319, 6.498)
H (4.686, -2.552, 5.796)
H (3.073, -4.131, 4.749)
H (0.188, -4.410, 5.070)
H (-1.749, -4.897, 4.101)
H (-3.139, -5.015, 2.094)
H (-2.380, -3.913, -0.017)
H (-0.208, -2.813, -0.058)
H (-1.081, -1.904, 5.779)
H (-0.841, -1.272, 4.163)
H (-0.719, -0.197, 5.563)

Calculated values
* F_max: 2.11 eV/Å
* 2S+1: 2
* E_HOMO (spin up / spin down): -0.3634 / -0.3726 Eh
* expectation value of S²: 0.753
* frontier orbital gap (spin up / spin down): 8.0 / 8.2 eV
* net charge: +1

***

No. 2
Below is one molecule with the formula CH5N3OS in a non-equilibrium geometry, with properties calculated with the ωB97M-V functional and the def2-TZVPD basis.

Geometry (Å):
H (-1.123, -1.557, -1.086)
N (-0.221, -1.057, -0.925)
C (-0.348, -0.280, 0.053)
N (-1.451, -0.168, 0.909)
O (-2.536, -0.938, 0.471)
N (0.632, 0.693, 0.401)
S (1.997, 0.931, -0.531)
H (-1.733, 0.769, 1.032)
H (-2.609, -1.647, 1.157)
H (0.843, 0.814, 1.389)
H (2.327, -0.373, -0.775)

Calculated values
* F_max: 1.30 eV/Å
* SMILES: [H]/N=C(\NO)NS
* E_HOMO: -0.3278 Eh
* frontier orbital gap: 9.6 eV
* net charge: 0

***

No. 3
Below is a 9-piece molecular cluster, C27H78N6O9 overall in a non-equilibrium geometry, with properties calculated with the ωB97M-V functional and the def2-TZVPD basis.

Geometry (Å):
C (18.953, 11.637, 17.402)
O (18.247, 12.842, 17.205)
C (18.893, 13.744, 16.330)
C (18.138, 15.068, 16.434)
C (18.555, 16.083, 15.395)
N (18.266, 15.663, 17.767)
H (19.017, 10.995, 16.516)
H (18.338, 11.057, 18.091)
H (19.959, 11.786, 17.795)
H (19.947, 13.891, 16.592)
H (18.774, 13.398, 15.294)
H (17.088, 14.794, 16.297)
H (19.575, 16.447, 15.524)
H (17.879, 16.937, 15.416)
H (18.447, 15.644, 14.400)
H (19.224, 15.973, 17.916)
H (18.138, 14.957, 18.487)
C (13.400, 8.355, 15.240)
O (13.329, 7.758, 16.516)
C (13.409, 6.356, 16.463)
C (13.679, 5.727, 17.828)
C (15.033, 6.207, 18.364)
N (13.699, 4.263, 17.725)
H (13.384, 9.437, 15.356)
H (12.590, 8.015, 14.591)
H (14.365, 8.142, 14.765)
H (12.454, 5.986, 16.061)
H (14.200, 5.953, 15.816)
H (12.915, 6.042, 18.543)
H (15.280, 5.705, 19.299)
H (14.906, 7.282, 18.495)
H (15.873, 6.023, 17.694)
H (12.840, 3.942, 17.287)
H (14.460, 4.041, 17.094)
C (14.015, 3.368, 13.779)
O (14.957, 2.894, 14.722)
C (16.146, 3.669, 14.679)
C (17.235, 3.108, 15.569)
C (16.738, 2.925, 17.000)
N (18.435, 3.933, 15.525)
H (14.375, 3.270, 12.746)
H (13.837, 4.438, 13.927)
H (13.138, 2.732, 13.871)
H (16.517, 3.768, 13.649)
H (15.864, 4.675, 15.033)
H (17.500, 2.116, 15.189)
H (15.819, 2.334, 17.044)
H (16.483, 3.861, 17.494)
H (17.400, 2.324, 17.625)
H (18.706, 4.035, 14.548)
H (18.209, 4.883, 15.823)
C (25.972, 6.951, 20.199)
O (25.732, 7.205, 18.826)
C (24.483, 6.742, 18.380)
C (24.273, 5.227, 18.450)
C (25.371, 4.497, 17.673)
N (22.990, 4.830, 17.841)
H (26.262, 5.911, 20.385)
H (25.089, 7.199, 20.797)
H (26.822, 7.587, 20.441)
H (23.644, 7.319, 18.796)
H (24.361, 7.019, 17.324)
H (24.366, 4.866, 19.478)
H (25.427, 4.862, 16.642)
H (25.236, 3.420, 17.614)
H (26.349, 4.745, 18.096)
H (22.220, 5.089, 18.460)
H (22.814, 5.510, 17.098)
C (18.085, 3.747, 20.784)
O (19.230, 3.532, 21.573)
C (20.218, 4.482, 21.238)
C (21.479, 4.185, 22.072)
C (21.250, 4.255, 23.580)
N (22.565, 5.113, 21.687)
H (17.343, 3.008, 21.086)
H (18.220, 3.608, 19.702)
H (17.642, 4.747, 20.855)
H (20.491, 4.296, 20.195)
H (19.999, 5.530, 21.461)
H (21.853, 3.164, 21.923)
H (22.157, 4.122, 24.166)
H (20.486, 3.558, 23.919)
H (20.838, 5.257, 23.740)
H (23.336, 4.968, 22.337)
H (22.975, 4.771, 20.818)
C (17.337, 7.724, 15.675)
O (17.804, 7.239, 16.908)
C (19.156, 7.589, 17.115)
C (19.538, 7.135, 18.508)
C (18.704, 7.853, 19.593)
N (20.976, 7.440, 18.781)
H (17.941, 7.415, 14.813)
H (17.364, 8.823, 15.679)
H (16.297, 7.449, 15.501)
H (19.807, 7.123, 16.368)
H (19.309, 8.674, 17.060)
H (19.426, 6.056, 18.644)
H (18.968, 7.563, 20.609)
H (17.648, 7.567, 19.500)
H (18.794, 8.936, 19.491)
H (20.990, 8.462, 18.706)
H (21.097, 7.304, 19.780)
C (16.831, 7.003, 11.992)
O (15.845, 7.888, 12.469)
H (16.626, 6.006, 12.418)
H (16.873, 6.906, 10.908)
H (17.776, 7.244, 12.478)
H (15.016, 7.818, 11.992)
C (21.550, 8.190, 23.027)
O (21.811, 7.912, 21.665)
H (20.856, 7.483, 23.476)
H (22.479, 8.291, 23.599)
H (21.164, 9.211, 23.032)
H (22.243, 7.038, 21.520)
C (22.765, 10.639, 19.494)
O (22.025, 10.210, 18.354)
H (22.440, 11.657, 19.748)
H (22.619, 10.024, 20.377)
H (23.833, 10.751, 19.288)
H (22.391, 10.685, 17.604)

Calculated values
* F_max: 2.18 eV/Å
* SMILES: COC[C@H](C)N.COC[C@H](C)N.COC[C@H](C)N.COC[C@H](C)N.COC[C@H](C)N.COC[C@H](C)N.CO.CO.CO
* E_HOMO: -0.3217 Eh
* frontier orbital gap: 9.2 eV
* net charge: 0

***

The evaluated relative energy (zero: lowest compared OMol25 entry of this formula, charge and spin) for the records listed, in turn: 25.7; 31.7; 32.9 kcal/mol.